A 16-piece molecular cluster, C3H37NO17 overall in a non-equilibrium geometry, computed with ωB97M-V with the def2-TZVPD basis set.

CARTESIAN COORDINATES (ANGSTROEM)
C (-2.374, -1.693, -1.016)
N (-1.076, -1.310, -0.977)
C (-0.675, -0.768, 0.340)
C (-0.282, 0.667, 0.385)
O (-1.302, 1.379, 1.032)
O (-3.134, -1.583, -2.005)
H (-2.780, -2.107, -0.070)
H (-0.601, -1.092, -1.825)
H (-1.430, -1.035, 1.205)
H (0.214, -1.456, 0.728)
H (0.570, 0.838, 1.089)
H (-0.160, 1.146, -0.647)
H (-2.137, 1.091, 0.594)
H (-1.126, -3.226, 2.755)
H (-2.130, -4.238, 2.271)
O (-2.027, -3.423, 2.770)
H (1.104, -3.953, 1.650)
H (1.215, -2.480, 2.148)
O (0.570, -3.212, 1.881)
H (-2.545, -0.344, -3.007)
H (-2.485, -0.024, -4.560)
O (-2.100, 0.232, -3.751)
H (2.056, -1.306, -0.141)
H (2.936, -0.145, 0.204)
O (2.131, -0.334, -0.200)
H (3.626, 3.844, -1.248)
H (3.320, 2.558, -1.360)
O (3.683, 3.127, -0.715)
H (1.010, -0.217, -3.052)
H (-0.549, -0.378, -3.500)
O (0.286, -0.819, -3.181)
H (1.851, 1.545, 3.984)
H (2.243, 0.897, 2.737)
O (2.197, 0.803, 3.668)
H (-0.873, 3.351, -3.561)
H (-1.165, 1.742, -3.597)
O (-0.661, 2.525, -3.769)
H (1.995, -0.993, 3.218)
H (3.356, -1.626, 3.267)
O (2.538, -1.725, 2.831)
H (1.583, 1.365, -1.874)
H (0.905, 1.860, -3.157)
O (1.647, 1.325, -2.895)
H (0.240, 4.000, 3.322)
H (0.043, 2.518, 3.023)
O (0.707, 3.163, 3.283)
H (1.822, 2.726, 1.799)
H (2.776, 2.451, 0.624)
O (2.210, 2.012, 1.341)
H (-4.542, 1.171, 0.083)
H (-4.198, 0.184, -0.901)
O (-3.838, 1.014, -0.590)
H (1.271, -2.205, -2.321)
H (2.183, -3.299, -2.501)
O (1.744, -2.756, -1.847)
H (-2.928, 0.133, 2.015)
H (-3.391, -1.379, 2.230)
O (-3.516, -0.542, 1.791)

Summary:
**Frontier orbital gap**: 9.3406 eV
**Max |F|**: 7.25 eV/A
**Multiplicity**: 1
**E_LUMO**: 0.20 eV
**Total energy**: -1470.27430 hartree

=====

A 2-piece molecular cluster, C63H63F9N5 overall in a non-equilibrium geometry, computed with ωB97M-V with the def2-TZVPD basis set.

CARTESIAN COORDINATES (ANGSTROEM)
C (1.942, 2.253, -3.701)
C (3.124, 1.384, -3.291)
C (4.454, 2.140, -3.330)
C (3.167, 0.060, -4.073)
C (3.638, 0.121, -5.379)
C (3.765, -1.031, -6.155)
C (3.498, -2.273, -5.586)
C (3.078, -2.380, -4.257)
C (3.130, -3.766, -3.593)
C (4.400, -4.544, -3.972)
C (1.911, -4.640, -3.865)
C (2.767, -1.191, -3.546)
N (2.365, -1.243, -2.160)
N (3.241, -0.721, -1.269)
N (2.743, -1.015, -0.044)
C (3.691, -1.027, 1.037)
C (4.323, 0.177, 1.407)
C (4.111, 1.501, 0.657)
C (5.432, 2.216, 0.353)
C (3.115, 2.387, 1.401)
C (5.112, 0.186, 2.557)
C (5.311, -0.977, 3.298)
C (4.817, -2.189, 2.823)
C (4.077, -2.241, 1.643)
C (3.797, -3.619, 1.025)
C (2.797, -4.416, 1.856)
C (5.087, -4.427, 0.841)
C (1.496, -1.625, -0.153)
C (0.673, -1.818, 1.022)
C (-0.463, -2.662, 0.999)
C (-1.376, -2.750, 2.038)
C (-1.163, -1.964, 3.165)
C (-2.187, -1.941, 4.272)
F (-1.771, -1.241, 5.370)
F (-3.364, -1.360, 3.864)
F (-2.501, -3.205, 4.694)
C (-0.019, -1.178, 3.286)
C (0.890, -1.105, 2.238)
C (1.224, -1.780, -1.513)
C (0.064, -2.251, -2.140)
H (1.016, 1.675, -3.632)
H (1.852, 3.113, -3.029)
H (2.042, 2.623, -4.729)
H (2.966, 1.117, -2.245)
H (5.266, 1.489, -2.982)
H (4.707, 2.488, -4.338)
H (4.414, 3.012, -2.663)
H (3.909, 1.095, -5.792)
H (4.128, -0.954, -7.181)
H (3.664, -3.180, -6.172)
H (3.169, -3.572, -2.512)
H (5.296, -3.923, -3.858)
H (4.507, -5.419, -3.320)
H (4.354, -4.901, -5.011)
H (1.001, -4.187, -3.462)
H (1.780, -4.805, -4.941)
H (2.043, -5.620, -3.387)
H (3.676, 1.222, -0.308)
H (6.096, 1.551, -0.211)
H (5.251, 3.108, -0.258)
H (5.954, 2.523, 1.266)
H (2.189, 1.833, 1.597)
H (3.526, 2.713, 2.365)
H (2.856, 3.274, 0.813)
H (5.563, 1.132, 2.872)
H (5.890, -0.949, 4.220)
H (5.030, -3.130, 3.339)
H (3.369, -3.444, 0.029)
H (1.885, -3.841, 2.047)
H (2.514, -5.335, 1.327)
H (3.242, -4.688, 2.819)
H (5.862, -3.838, 0.336)
H (5.483, -4.758, 1.810)
H (4.887, -5.314, 0.232)
H (-0.635, -3.226, 0.098)
H (-2.257, -3.397, 1.964)
H (0.164, -0.598, 4.189)
H (1.758, -0.454, 2.327)
H (-0.830, -2.221, -1.535)
H (0.057, -2.336, -3.230)
F (-4.422, -11.158, 1.524)
C (-3.480, -10.190, 1.346)
F (-3.894, -9.069, 2.019)
F (-2.329, -10.615, 1.976)
C (-3.166, -9.865, -0.083)
N (-2.127, -8.834, -0.135)
C (-0.822, -9.287, -0.446)
C (-0.629, -10.133, -1.551)
C (0.666, -10.468, -1.938)
C (1.757, -10.094, -1.134)
C (1.559, -9.326, 0.021)
C (0.267, -8.943, 0.379)
C (-2.447, -7.498, -0.238)
C (-1.422, -6.520, -0.267)
C (-1.659, -5.258, -0.762)
C (-2.973, -4.835, -1.132)
C (-3.209, -3.580, -1.750)
C (-4.440, -3.326, -2.450)
C (-5.310, -2.242, -2.156)
C (-6.619, -2.235, -2.605)
C (-7.045, -3.145, -3.600)
N (-8.289, -3.039, -4.194)
C (-9.320, -2.098, -3.698)
C (-10.443, -2.857, -3.061)
F (-11.448, -2.082, -2.571)
F (-11.000, -3.711, -3.989)
F (-9.980, -3.646, -2.039)
C (-8.507, -3.450, -5.537)
C (-8.655, -4.805, -5.866)
C (-8.909, -5.167, -7.191)
C (-8.990, -4.179, -8.181)
C (-8.873, -2.823, -7.848)
C (-8.698, -2.457, -6.520)
C (-6.155, -4.179, -3.983)
C (-4.888, -4.257, -3.438)
C (-4.032, -5.771, -0.876)
C (-3.784, -7.050, -0.412)
H (-2.753, -10.771, -0.516)
H (-4.075, -9.542, -0.583)
H (-1.503, -10.463, -2.126)
H (0.813, -11.026, -2.867)
H (2.766, -10.406, -1.409)
H (2.402, -9.001, 0.637)
H (0.082, -8.324, 1.257)
H (-0.420, -6.768, 0.067)
H (-0.809, -4.576, -0.921)
H (-2.497, -2.771, -1.613)
H (-4.961, -1.461, -1.479)
H (-7.330, -1.520, -2.197)
H (-8.920, -1.392, -2.978)
H (-9.768, -1.588, -4.552)
H (-8.567, -5.549, -5.071)
H (-9.035, -6.225, -7.441)
H (-9.158, -4.460, -9.222)
H (-8.919, -2.037, -8.607)
H (-8.668, -1.406, -6.213)
H (-6.487, -4.950, -4.673)
H (-4.208, -5.066, -3.729)
H (-5.065, -5.472, -1.053)
H (-4.618, -7.721, -0.212)

Summary:
**Frontier orbital gap**: 3.9068 eV
**Max |F|**: 3.49 eV/A
**Multiplicity**: 1
**E_LUMO**: -4.52 eV
**Total energy**: -3610.76963 hartree
**Net charge**: +1

=====

A 9-piece molecular cluster, C69H82F5N3O2 overall, computed with ωB97M-V with the def2-TZVPD basis set.

CARTESIAN COORDINATES (ANGSTROEM)
C (-1.249, -0.178, 2.063)
O (-1.738, -1.430, 2.512)
C (-2.608, -2.068, 1.618)
C (-2.539, -3.596, 1.841)
C (-3.463, -4.176, 0.868)
N (-4.192, -4.623, 0.095)
C (-3.054, -3.903, 3.274)
C (-4.572, -3.922, 3.450)
C (-4.942, -3.967, 4.944)
N (-6.202, -4.630, 5.270)
C (-1.062, -4.140, 1.618)
C (-0.351, -4.068, 2.909)
N (0.237, -4.110, 3.896)
C (-0.949, -5.587, 1.111)
C (-1.298, -6.718, 2.089)
C (-2.756, -7.192, 2.102)
C (-3.111, -8.092, 0.938)
F (-3.107, -7.449, -0.256)
F (-2.198, -9.104, 0.833)
C (-4.500, -8.760, 1.102)
F (-4.425, -9.775, 1.960)
F (-5.388, -7.881, 1.581)
F (-4.958, -9.221, -0.051)
O (-0.323, -3.258, 0.783)
C (-0.533, -3.351, -0.622)
C (0.181, -2.155, -1.270)
C (1.576, -2.542, -1.786)
C (-0.687, -1.519, -2.353)
C (-0.048, -0.247, -2.955)
C (0.191, -0.422, -4.460)
C (-0.886, 1.012, -2.675)
H (-1.534, 0.037, 1.032)
H (-1.642, 0.623, 2.694)
H (-0.162, -0.148, 2.129)
H (-3.646, -1.760, 1.793)
H (-2.378, -1.827, 0.581)
H (-2.675, -4.867, 3.611)
H (-2.633, -3.158, 3.946)
H (-5.028, -3.055, 2.971)
H (-4.997, -4.817, 2.991)
H (-4.150, -4.515, 5.462)
H (-4.950, -2.961, 5.360)
H (-6.154, -5.597, 4.970)
H (-6.961, -4.212, 4.743)
H (-1.516, -5.718, 0.191)
H (0.103, -5.698, 0.842)
H (-0.997, -6.466, 3.104)
H (-0.701, -7.585, 1.812)
H (-3.479, -6.385, 2.157)
H (-2.905, -7.808, 2.993)
H (-1.600, -3.331, -0.866)
H (-0.111, -4.280, -1.014)
H (0.306, -1.415, -0.476)
H (1.967, -3.404, -1.245)
H (2.293, -1.737, -1.632)
H (1.557, -2.771, -2.852)
H (-1.633, -1.212, -1.900)
H (-0.884, -2.218, -3.162)
H (0.931, -0.083, -2.501)
H (0.597, 0.494, -4.887)
H (-0.760, -0.671, -4.931)
H (0.905, -1.231, -4.618)
H (-0.574, 1.485, -1.744)
H (-0.716, 1.755, -3.455)
H (-1.953, 0.801, -2.637)
C (-0.346, -4.490, -5.148)
C (-1.613, -4.404, -5.707)
C (-1.763, -4.408, -7.087)
C (-0.645, -4.496, -7.905)
C (0.622, -4.576, -7.345)
C (0.772, -4.573, -5.965)
H (-0.228, -4.489, -4.071)
H (-2.483, -4.330, -5.069)
H (-2.750, -4.341, -7.524)
H (-0.762, -4.500, -8.981)
H (1.493, -4.641, -7.983)
H (1.760, -4.634, -5.527)
C (3.764, 0.671, -6.197)
C (4.025, 0.810, -7.552)
C (4.401, 2.044, -8.063)
C (4.512, 3.140, -7.218)
C (4.245, 3.002, -5.863)
C (3.872, 1.767, -5.352)
H (3.474, -0.293, -5.797)
H (3.935, -0.044, -8.211)
H (4.606, 2.153, -9.120)
H (4.804, 4.103, -7.617)
H (4.329, 3.858, -5.205)
H (3.665, 1.659, -4.295)
C (-0.413, 3.432, 0.733)
C (-0.857, 4.592, 1.351)
C (0.039, 5.390, 2.050)
C (1.375, 5.022, 2.134)
C (1.817, 3.858, 1.521)
C (0.923, 3.063, 0.819)
H (-1.110, 2.810, 0.186)
H (-1.900, 4.875, 1.290)
H (-0.304, 6.298, 2.529)
H (2.074, 5.645, 2.678)
H (2.859, 3.570, 1.591)
H (1.267, 2.154, 0.340)
C (1.568, -0.770, 4.355)
C (2.436, -1.616, 5.031)
C (3.668, -1.141, 5.462)
C (4.032, 0.176, 5.216)
C (3.165, 1.021, 4.538)
C (1.932, 0.548, 4.109)
H (0.605, -1.141, 4.026)
H (2.150, -2.642, 5.215)
H (4.346, -1.799, 5.990)
H (4.992, 0.545, 5.554)
H (3.447, 2.049, 4.347)
H (1.255, 1.212, 3.585)
C (0.800, 9.887, 3.947)
C (0.468, 11.025, 3.225)
C (0.693, 11.068, 1.857)
C (1.252, 9.975, 1.209)
C (1.587, 8.839, 1.932)
C (1.361, 8.795, 3.300)
H (0.622, 9.852, 5.015)
H (0.033, 11.878, 3.730)
H (0.433, 11.955, 1.293)
H (1.425, 10.007, 0.141)
H (2.024, 7.986, 1.427)
H (1.621, 7.907, 3.864)
C (-5.798, -5.447, -2.844)
C (-5.324, -5.565, -4.144)
C (-6.211, -5.656, -5.208)
C (-7.578, -5.630, -4.972)
C (-8.056, -5.517, -3.674)
C (-7.166, -5.426, -2.612)
H (-5.110, -5.371, -2.014)
H (-4.257, -5.594, -4.327)
H (-5.838, -5.749, -6.220)
H (-8.272, -5.700, -5.800)
H (-9.122, -5.502, -3.490)
H (-7.538, -5.338, -1.599)
C (7.415, 5.118, -5.344)
C (7.416, 4.238, -4.271)
C (7.937, 4.637, -3.048)
C (8.457, 5.915, -2.898)
C (8.459, 6.794, -3.972)
C (7.937, 6.395, -5.195)
H (7.006, 4.807, -6.296)
H (7.011, 3.241, -4.390)
H (7.937, 3.951, -2.210)
H (8.862, 6.226, -1.944)
H (8.868, 7.789, -3.856)
H (7.938, 7.081, -6.033)
C (2.228, 7.820, 9.632)
C (2.580, 7.805, 8.290)
C (1.600, 7.931, 7.316)
C (0.269, 8.072, 7.682)
C (-0.083, 8.085, 9.025)
C (0.897, 7.960, 9.999)
H (2.992, 7.724, 10.392)
H (3.617, 7.693, 8.003)
H (1.874, 7.919, 6.268)
H (-0.496, 8.170, 6.921)
H (-1.121, 8.192, 9.311)
H (0.623, 7.970, 11.046)

Summary:
**Frontier orbital gap**: 9.5704 eV
**Max |F|**: 0.82 eV/A
**Multiplicity**: 1
**SMILES string**: COC[C@](C#N)(CCCN)[C@@](C#N)(CCCC(F)(F)C(F)(F)F)OC[C@@H](C)CC(C)C.c1ccccc1.c1ccccc1.c1ccccc1.c1ccccc1.c1ccccc1.c1ccccc1.c1ccccc1.c1ccccc1
**E_LUMO**: 0.40 eV
**Total energy**: -3492.47603 hartree

=====

A 6-piece molecular cluster, C36H54N7O overall in a non-equilibrium geometry, computed with ωB97M-V with the def2-TZVPD basis set.

CARTESIAN COORDINATES (ANGSTROEM)
C (3.448, -4.767, -2.685)
C (4.492, -4.252, -2.047)
C (5.671, -3.610, -1.120)
C (6.052, -2.096, -1.531)
C (4.829, -1.056, -1.554)
C (4.237, -0.668, -0.067)
C (5.356, -0.484, 1.065)
C (5.194, -1.550, 2.316)
C (3.628, -1.321, 2.782)
C (2.719, -1.906, 1.597)
C (2.666, -3.536, 1.815)
C (1.527, -4.267, 0.938)
C (0.034, -3.668, 1.114)
C (-0.252, -2.496, -0.002)
N (-1.691, -2.557, -0.474)
C (-2.568, -1.726, 0.423)
C (-3.659, -0.697, -0.163)
O (-2.447, -1.809, 1.702)
N (3.123, -1.622, 0.196)
H (2.612, -5.294, -3.288)
H (6.625, -4.274, -1.139)
H (5.256, -3.665, -0.033)
H (6.961, -1.791, -0.897)
H (6.449, -2.155, -2.630)
H (5.166, -0.098, -2.115)
H (3.957, -1.501, -2.192)
H (3.751, 0.382, -0.232)
H (6.446, -0.427, 0.688)
H (5.159, 0.554, 1.567)
H (5.403, -2.628, 1.976)
H (5.905, -1.164, 3.137)
H (3.408, -0.215, 3.023)
H (3.462, -1.945, 3.742)
H (1.633, -1.532, 1.759)
H (3.736, -3.971, 1.628)
H (2.473, -3.705, 2.952)
H (1.815, -4.136, -0.185)
H (1.496, -5.415, 1.112)
H (-0.712, -4.522, 0.900)
H (-0.034, -3.245, 2.187)
H (-0.075, -1.436, 0.455)
H (0.478, -2.594, -0.894)
H (-1.721, -2.045, -1.382)
H (-3.072, 0.237, -0.548)
H (-4.420, -0.367, 0.651)
H (-4.259, -1.089, -1.063)
H (3.302, -2.545, -0.280)
H (2.277, -1.245, -0.301)
N (-2.097, 3.203, -0.040)
C (-2.844, 4.184, 0.558)
C (-3.206, 5.091, -0.409)
C (-2.662, 4.639, -1.637)
C (-1.985, 3.471, -1.380)
H (-1.693, 2.409, 0.431)
H (-3.052, 4.152, 1.618)
H (-3.797, 5.981, -0.249)
H (-2.755, 5.115, -2.602)
H (-1.435, 2.809, -2.033)
N (-5.590, 0.014, -4.983)
C (-6.621, 0.901, -4.815)
C (-6.197, 1.886, -3.955)
C (-4.860, 1.587, -3.596)
C (-4.511, 0.428, -4.248)
H (-5.621, -0.813, -5.559)
H (-7.565, 0.753, -5.319)
H (-6.785, 2.730, -3.623)
H (-4.223, 2.156, -2.934)
H (-3.590, -0.138, -4.250)
N (-0.916, 3.252, 3.535)
C (-0.292, 4.194, 4.310)
C (-0.842, 4.139, 5.568)
C (-1.829, 3.123, 5.554)
C (-1.851, 2.591, 4.287)
H (-0.717, 3.073, 2.563)
H (0.485, 4.822, 3.900)
H (-0.563, 4.761, 6.407)
H (-2.454, 2.814, 6.379)
H (-2.450, 1.801, 3.857)
N (-1.439, 9.381, 4.585)
C (-1.040, 8.168, 4.089)
C (-2.058, 7.268, 4.296)
C (-3.112, 7.965, 4.935)
C (-2.704, 9.267, 5.099)
H (-0.889, 10.226, 4.574)
H (-0.067, 8.051, 3.634)
H (-2.045, 6.225, 4.016)
H (-4.066, 7.559, 5.242)
H (-3.203, 10.119, 5.536)
N (-0.181, -6.336, -4.484)
C (-0.196, -5.224, -5.286)
C (-0.310, -5.642, -6.590)
C (-0.372, -7.058, -6.575)
C (-0.293, -7.458, -5.263)
H (-0.101, -6.330, -3.479)
H (-0.123, -4.234, -4.859)
H (-0.346, -5.000, -7.458)
H (-0.465, -7.712, -7.430)
H (-0.306, -8.442, -4.817)

Summary:
**Frontier orbital gap**: 6.1847 eV
**Max |F|**: 6.96 eV/A
**Multiplicity**: 1
**E_LUMO**: -3.12 eV
**Total energy**: -1862.15578 hartree
**Net charge**: +1

=====

A 4-piece molecular cluster, C5H16O3 overall in a non-equilibrium geometry, computed with ωB97M-V with the def2-TZVPD basis set.

CARTESIAN COORDINATES (ANGSTROEM)
C (-0.453, -1.596, 0.878)
C (0.237, -0.628, -0.064)
C (0.193, 0.751, 0.089)
C (0.926, 1.858, -0.653)
C (1.060, -1.234, -1.133)
H (-0.749, -1.095, 1.797)
H (0.185, -2.467, 1.051)
H (-1.347, -2.091, 0.476)
H (-0.392, 1.132, 0.935)
H (1.208, 2.676, 0.003)
H (1.781, 1.398, -1.131)
H (0.211, 2.324, -1.332)
H (0.848, -2.295, -1.276)
H (2.032, -1.201, -0.609)
H (1.126, -0.659, -2.049)
H (2.954, 1.715, 0.960)
H (3.093, 0.389, 0.187)
O (2.836, 0.767, 1.031)
H (-2.677, 0.411, 0.972)
H (-3.366, 1.446, 1.899)
O (-2.615, 0.843, 1.833)
H (-2.616, -1.478, -0.952)
H (-1.788, -0.368, -1.573)
O (-2.689, -0.598, -1.338)

Summary:
**Frontier orbital gap (spin up / spin down)**: 10.7921 / 7.0513 eV
**Max |F|**: 3.11 eV/A
**Multiplicity**: 2
**E_LUMO (spin up / spin down)**: -4.13 / -7.88 eV
**Total energy**: -425.47294 hartree
**Net charge**: +1